Entry from the OMol25 dataset: C22H15IrN10S5 as an isolated structure (ωB97M-V/def2-TZVPD).

M (g mol⁻¹): 772.0
Strongest force on any atom (eV Å⁻¹): 0.65
Gap between HOMO and LUMO (eV): 5.939
Total energy (eV): -94975.72756
LUMO (eV): -0.865

Structure (ORCA input):
```
! RIJCOSX wB97M-V def2-TZVPD def2/J DEFGRID3
* xyz 0 1
Ir -0.98 0.22 -0.03
C -1.92 3.04 -3.15
C -0.74 3.71 -3.42
C 0.41 3.27 -2.83
C 0.40 2.18 -1.95
N -0.76 1.54 -1.67
C -1.88 1.98 -2.28
N 1.64 1.82 -1.48
C 1.88 1.05 -0.48
N 1.01 0.48 0.40
C 1.68 -0.45 1.14
N 1.23 -1.33 1.96
C -0.09 -1.42 2.38
C -0.27 -2.16 3.56
C -1.51 -2.27 4.13
C -2.58 -1.63 3.51
C -2.36 -0.95 2.34
N -1.14 -0.87 1.74
C 3.12 -0.38 0.81
C 4.21 -1.10 1.28
C 5.45 -0.81 0.71
C 5.58 0.15 -0.29
C 4.47 0.85 -0.76
C 3.25 0.57 -0.19
H -2.86 3.32 -3.60
H -0.72 4.57 -4.09
H 1.37 3.73 -3.01
H -2.78 1.43 -2.05
H 0.61 -2.60 4.00
H -1.65 -2.82 5.05
H -3.58 -1.66 3.92
H -3.16 -0.45 1.84
H 4.09 -1.84 2.06
H 6.33 -1.34 1.06
H 6.56 0.35 -0.71
H 4.56 1.59 -1.54
S -7.47 3.34 0.81
C -6.02 2.59 0.65
S -5.79 1.08 -0.16
C -4.06 0.97 0.04
C -3.47 1.96 0.73
S -1.76 2.07 1.11
S -4.54 3.21 1.32
S -3.18 -0.39 -0.64
N 2.31 -3.47 -2.16
N 1.15 -2.96 -1.61
N 0.19 -3.74 -1.13
C -0.70 -2.84 -0.76
N -0.28 -1.60 -1.03
N 0.91 -1.69 -1.58
H 2.45 -4.38 -1.75
H 3.07 -2.84 -1.89
H -1.66 -3.07 -0.31
*
```